# 1
Below is C47H50F2GeN8O5PS2Ti as an isolated structure at a distorted geometry, with properties calculated with ωB97M-V/def2-TZVPD.

Structure (XYZ):
```
117
Properties=species:S:1:pos:R:3
Ti 0.339 0.152 0.187
F -2.971 2.733 3.234
C -2.220 1.610 3.263
C -1.419 1.317 2.178
C -0.562 0.214 2.184
C -0.541 -0.585 3.340
C -1.426 -0.278 4.374
F -1.418 -1.042 5.483
C -2.276 0.808 4.381
C 0.482 -1.611 3.679
C 0.133 -2.921 3.986
C 1.118 -3.799 4.391
C 2.424 -3.341 4.483
C 2.679 -2.020 4.164
N 1.736 -1.163 3.777
H -1.469 1.996 1.333
H -2.909 1.025 5.226
H -0.898 -3.234 3.903
H 0.873 -4.823 4.633
H 3.230 -3.988 4.796
H 3.688 -1.626 4.220
C 4.923 1.450 -3.224
N 3.661 1.384 -3.947
C 3.130 2.733 -4.088
N 2.979 3.445 -2.819
C 4.263 3.444 -2.127
N 4.827 2.113 -1.923
C 4.026 1.323 -0.993
P 2.294 1.061 -1.598
C 2.712 0.484 -3.302
C 1.936 2.834 -2.004
H 5.636 2.012 -3.832
H 5.310 0.438 -3.083
H 2.161 2.687 -4.588
H 3.820 3.305 -4.714
H 4.148 3.937 -1.158
H 4.972 4.019 -2.726
H 4.003 1.821 -0.017
H 4.510 0.351 -0.855
H 1.791 0.404 -3.885
H 3.128 -0.525 -3.244
H 1.836 3.392 -1.068
H 0.980 2.885 -2.528
C 0.033 -5.414 1.190
C -0.880 -4.342 1.097
C -0.433 -3.063 0.924
C 0.953 -2.783 0.848
C 1.466 -1.461 0.721
C 2.823 -1.245 0.769
C 3.732 -2.323 0.848
C 3.258 -3.599 0.922
C 1.867 -3.858 0.956
C 1.373 -5.175 1.118
H -0.334 -6.422 1.320
H -1.941 -4.537 1.172
H -1.150 -2.249 0.874
H 3.224 -0.234 0.740
H 4.796 -2.130 0.851
H 3.942 -4.437 0.978
H 2.081 -5.990 1.190
Ge -3.918 2.549 -0.605
C -4.387 3.381 -2.274
C -4.090 4.732 -2.438
C -4.429 5.394 -3.609
C -5.080 4.710 -4.622
C -5.389 3.367 -4.467
C -5.042 2.705 -3.301
C -4.920 1.046 0.074
C -5.375 -0.022 -0.699
C -6.167 -1.009 -0.138
C -6.515 -0.946 1.205
C -6.079 0.112 1.982
C -5.290 1.107 1.417
H -3.714 3.580 0.509
H -3.591 5.284 -1.649
H -4.191 6.442 -3.726
H -5.351 5.225 -5.533
H -5.902 2.835 -5.257
H -5.279 1.655 -3.199
H -5.098 -0.092 -1.739
H -6.522 -1.830 -0.748
H -7.135 -1.718 1.641
H -6.355 0.170 3.026
H -4.967 1.934 2.033
C -3.985 -2.599 -3.406
C -2.693 -2.077 -3.925
C -2.504 -1.482 -5.139
C -1.204 -1.037 -5.458
N -0.173 -1.185 -4.650
C -0.356 -1.762 -3.454
S 0.865 -2.036 -2.339
N -1.614 -2.210 -3.131
C -0.932 -0.337 -6.750
H -4.818 -2.164 -3.954
H -4.094 -2.361 -2.348
H -4.025 -3.684 -3.522
H -3.329 -1.340 -5.819
H -1.694 -2.636 -2.215
H -1.791 -0.349 -7.416
H -0.077 -0.800 -7.242
H -0.661 0.698 -6.537
C 2.124 2.343 4.357
N 1.917 1.718 3.062
C 1.416 2.355 2.022
N 1.161 3.674 2.073
O 1.213 1.756 0.913
H 2.557 1.598 5.017
H 1.180 2.678 4.794
H 2.817 3.182 4.282
H 1.960 0.678 3.044
H 1.188 4.182 2.939
H 0.701 4.092 1.282
O -2.053 2.108 -0.795
S -1.734 0.830 -1.591
O -2.907 0.471 -2.329
O -1.432 -0.230 -0.519
O -0.487 1.029 -2.286
```

Its energy is -187732.61080 eV. Its net charge is +1. The value obtained for the HOMO-LUMO gap is 6.971 eV. The LUMO energy comes out at -2.98 eV.

Löwdin population analysis, charges in e, atoms 1 to 6: Ti 1.02; F 0.05; C -0.27; C -0.06; C -0.11; C -0.11

# 2
Below is a 2-piece molecular cluster, C47H51F3N3 overall at a distorted geometry, with properties calculated with ωB97M-V/def2-TZVPD.

Structure (XYZ):
```
104
Properties=species:S:1:pos:R:3
C -0.867 5.134 -0.976
C -0.334 4.748 0.400
C -0.711 5.812 1.439
C 1.159 4.434 0.315
C 2.097 5.436 0.547
C 3.457 5.201 0.353
C 3.885 3.965 -0.119
C 2.967 2.959 -0.429
C 3.494 1.692 -1.105
C 4.271 0.828 -0.111
C 4.325 1.984 -2.366
C 1.601 3.163 -0.119
N 0.616 2.145 -0.438
N -0.048 2.265 -1.621
N -0.937 1.234 -1.652
C -1.577 0.821 -2.889
C -0.973 -0.187 -3.665
C 0.483 -0.584 -3.409
C 1.412 0.480 -3.989
C 0.871 -1.986 -3.884
C -1.679 -0.738 -4.730
C -2.916 -0.217 -5.097
C -3.461 0.854 -4.398
C -2.822 1.360 -3.266
C -3.473 2.530 -2.521
C -4.970 2.328 -2.247
C -3.267 3.836 -3.300
C -0.734 0.406 -0.553
C -1.409 -0.854 -0.417
C -0.669 -1.997 -0.019
C -1.290 -3.239 0.036
C -2.667 -3.350 -0.165
C -3.413 -2.235 -0.572
C -2.792 -1.002 -0.702
C 0.202 1.000 0.273
C 0.654 0.557 1.515
H -0.708 4.324 -1.692
H -1.940 5.356 -0.940
H -0.343 6.016 -1.367
H -0.838 3.824 0.715
H -0.274 5.577 2.416
H -0.386 6.821 1.150
H -1.802 5.829 1.559
H 1.754 6.425 0.852
H 4.182 5.983 0.577
H 4.951 3.789 -0.284
H 2.616 1.120 -1.429
H 3.615 0.547 0.722
H 4.630 -0.090 -0.594
H 5.127 1.377 0.307
H 3.739 2.547 -3.106
H 5.221 2.578 -2.139
H 4.641 1.048 -2.848
H 0.614 -0.590 -2.318
H 1.141 1.477 -3.611
H 2.461 0.278 -3.725
H 1.325 0.497 -5.086
H 0.151 -2.734 -3.530
H 0.934 -2.059 -4.977
H 1.852 -2.253 -3.472
H -1.232 -1.565 -5.285
H -3.447 -0.630 -5.948
H -4.397 1.315 -4.717
H -2.967 2.620 -1.548
H -5.161 1.346 -1.801
H -5.311 3.095 -1.539
H -5.574 2.406 -3.164
H -2.209 3.996 -3.541
H -3.820 3.799 -4.251
H -3.625 4.695 -2.713
H 0.389 -1.870 0.236
H -0.682 -4.117 0.248
H -3.155 -4.311 -0.017
H -4.476 -2.330 -0.794
H -3.351 -0.108 -0.991
H 0.157 -0.303 1.950
H 1.380 1.179 2.022
F 3.695 -6.628 0.725
C 2.405 -7.005 0.954
F 1.822 -7.202 -0.273
F 2.456 -8.225 1.565
C 1.645 -6.000 1.778
C 0.262 -6.125 1.882
C -0.432 -5.198 2.632
C 0.224 -4.155 3.345
C -0.546 -3.188 4.080
C -0.353 -2.868 5.446
C -1.417 -2.212 6.152
C -1.408 -2.086 7.531
C -0.333 -2.584 8.282
C 0.772 -3.140 7.614
C 0.776 -3.286 6.233
C 1.640 -4.110 3.260
C 2.343 -5.016 2.474
H -0.229 -6.954 1.379
H -1.513 -5.289 2.711
H -1.489 -2.881 3.626
H -2.275 -1.854 5.587
H -2.238 -1.610 8.056
H -0.336 -2.504 9.371
H 1.627 -3.484 8.193
H 1.622 -3.764 5.744
H 2.184 -3.340 3.811
H 3.429 -4.978 2.403
```

Its energy is -62181.01800 eV. Its net charge is +1. The value obtained for the HOMO-LUMO gap is 2.439 eV. The LUMO energy comes out at -5.81 eV.

Löwdin population analysis, charges in e, atoms 1 to 6: C -0.07; C -0.37; C -0.08; C -0.12; C -0.02; C -0.05

# 3
Below is C47H52ClIIrN3O2PS as an isolated structure at a distorted geometry, with properties calculated with ωB97M-V/def2-TZVPD.

Structure (XYZ):
```
109
Properties=species:S:1:pos:R:3
Ir 0.228 -0.121 -0.546
C -1.482 2.899 -4.017
C -1.211 3.518 -2.691
N -1.160 4.818 -2.609
C -0.872 5.437 -1.464
C -0.642 4.749 -0.263
C -0.325 5.536 0.980
O 0.801 4.960 1.627
C -0.704 3.363 -0.268
C -0.629 2.652 0.995
N -0.375 1.413 1.215
C -0.418 0.973 2.566
C -0.323 1.861 3.650
C -0.466 1.443 4.957
C -0.690 0.106 5.249
C -0.706 -0.809 4.212
C -0.550 -0.372 2.907
I -0.491 -1.905 1.446
C -0.961 2.684 -1.510
O -1.000 1.439 -1.615
H -2.407 3.313 -4.419
H -1.556 1.818 -3.950
H -0.683 3.170 -4.710
H -0.833 6.519 -1.515
H -1.198 5.538 1.647
H -0.129 6.572 0.696
H 1.157 5.598 2.254
H -0.863 3.290 1.841
H -0.093 2.902 3.471
H -0.397 2.170 5.755
H -0.830 -0.224 6.269
H -0.837 -1.865 4.405
N -0.795 -1.448 -2.020
S -1.356 -2.926 -1.724
C -0.437 -4.057 -2.786
C -0.268 -3.790 -4.135
C 0.487 -4.667 -4.896
C 1.055 -5.794 -4.311
C 0.867 -6.052 -2.961
C 0.115 -5.178 -2.187
C -2.972 -3.064 -2.493
C -3.717 -1.929 -2.763
C -4.986 -2.076 -3.305
C -5.496 -3.342 -3.549
C -4.745 -4.472 -3.249
C -3.475 -4.339 -2.714
H -1.145 -1.023 -2.873
H -0.727 -2.920 -4.588
H 0.626 -4.472 -5.951
H 1.632 -6.480 -4.916
H 1.305 -6.929 -2.505
H -0.051 -5.369 -1.134
H -3.319 -0.945 -2.548
H -5.578 -1.199 -3.529
H -6.484 -3.451 -3.974
H -5.149 -5.458 -3.432
H -2.885 -5.215 -2.478
C 2.188 -1.218 -4.036
C 2.669 0.039 -3.310
C 4.070 0.432 -3.780
C 1.701 1.184 -3.634
P 2.582 -0.223 -1.430
C 3.483 1.240 -0.823
C 4.845 1.300 -0.542
C 5.440 2.511 -0.215
C 4.684 3.672 -0.159
C 3.320 3.623 -0.411
C 2.731 2.415 -0.740
C 3.472 -1.809 -0.927
C 4.788 -2.076 -1.659
C 2.511 -2.974 -1.193
C 3.697 -1.725 0.587
H 2.088 -1.000 -5.102
H 1.215 -1.532 -3.656
H 2.887 -2.047 -3.938
H 4.018 0.695 -4.839
H 4.790 -0.376 -3.673
H 4.445 1.304 -3.246
H 1.628 1.298 -4.718
H 2.056 2.131 -3.226
H 0.702 0.976 -3.247
H 5.462 0.415 -0.573
H 6.501 2.543 -0.011
H 5.157 4.615 0.084
H 2.713 4.517 -0.340
H 1.663 2.371 -0.919
H 4.621 -2.329 -2.705
H 5.275 -2.933 -1.190
H 5.488 -1.245 -1.612
H 2.360 -3.157 -2.255
H 1.538 -2.788 -0.735
H 2.920 -3.884 -0.747
H 4.271 -0.850 0.886
H 4.237 -2.614 0.918
H 2.740 -1.702 1.111
Cl 6.400 -0.897 6.488
C 5.299 -0.315 5.306
C 4.270 -1.138 4.843
C 3.407 -0.677 3.881
C 3.529 0.635 3.344
C 2.694 1.101 2.339
C 4.567 1.459 3.868
C 5.440 0.985 4.813
H 4.168 -2.135 5.250
H 2.603 -1.311 3.525
H 2.750 2.122 1.993
H 1.979 0.443 1.851
H 4.669 2.466 3.483
H 6.244 1.604 5.189
```

Its spin multiplicity is 6. Its energy is -101716.95157 eV. Its net charge is +2. The value obtained for the HOMO-LUMO gap (alpha / beta) is 5.149 / 4.871 eV. The LUMO energy (alpha / beta) comes out at -5.80 / -8.13 eV.

Löwdin population analysis, charges in e, atoms 1 to 6: Ir 0.87; C 0.01; C -0.19; N 0.15; C 0.01; C -0.10

Which formula does entry 1 have? C47H50F2GeN8O5PS2Ti

Number 2 is which compound? C47H51F3N3